This record from OMol25 describes a 2-piece molecular cluster, C6H15N3O2S overall at a distorted geometry. The level of theory is ωB97M-V/def2-TZVPD.

Structure (XYZ):
```
27
Properties=species:S:1:pos:R:3:forces:R:3
H 3.458061 0.044014 1.423389 -0.661 -0.525 1.026
C 2.759845 0.341654 2.258583 -0.383 2.694 -2.598
N 0.651233 -0.208169 -2.483630 1.129 -2.064 -0.271
H -1.245529 -2.714150 -1.832568 -0.823 0.369 -0.445
O 0.889130 2.040489 2.304487 0.797 0.155 -0.122
H 3.375872 0.628761 3.098990 0.019 -0.008 0.378
S -0.065613 -0.457197 -0.932984 -1.826 1.308 -2.488
C 0.547950 -0.246113 2.706056 2.260 -1.553 0.702
C -2.429536 0.399643 -1.759586 -3.581 -0.814 1.836
N -1.728780 -0.766388 -1.461256 2.729 -0.955 1.728
H 2.674244 2.575883 1.542979 -0.857 -2.222 -0.077
H 0.801316 -1.071881 -3.037504 -0.144 0.416 1.016
C -1.917343 -1.925639 -2.262140 -0.570 -1.133 0.842
H -0.039084 -0.988968 3.140577 -1.534 -1.282 0.293
C -0.034537 1.016559 2.422582 -2.934 2.733 0.161
H -3.016524 -2.214823 -2.147472 1.450 0.050 -0.437
H -3.582098 0.094605 -1.618866 1.954 1.073 0.725
H -2.047481 1.160589 -1.058567 -0.777 0.299 -0.728
N 1.767484 -0.599126 2.624968 -0.138 -0.861 0.553
H 1.802603 1.285936 0.551614 -0.337 0.167 0.143
C 2.029749 1.586274 1.584042 2.241 1.966 0.644
H -1.634793 -1.771159 -3.303209 -0.247 0.006 -0.358
H -0.884556 1.373732 3.120744 1.640 -0.793 -0.342
O 0.478567 -1.698472 -0.446902 0.190 -0.705 -0.134
H 0.586843 0.517523 -3.170413 -0.610 1.029 0.614
H -0.623653 0.978340 1.507740 -0.093 -0.440 -0.644
H -2.573367 0.618081 -2.771652 1.105 1.090 -2.017
```
Forces are in eV/Å.

Computed properties:
Frontier orbital gap (eV): 9.1663
Charge: 0
LUMO energy (eV): 0.5
E_tot (hartree): -950.4077
Energy relative to the best compared isomer or geometry (same formula, charge and spin) (kJ/mol): 23.9
Largest force on an atom (Eh/bohr): 0.0798

=====

This record from OMol25 describes a 2-piece molecular cluster, C6H15N4O overall at a distorted geometry. The level of theory is ωB97M-V/def2-TZVPD.

Structure (XYZ):
```
26
Properties=species:S:1:pos:R:3:forces:R:3
C 1.388089 -2.001826 -0.044266 3.161 3.708 0.644
N -2.455649 -0.414428 -2.529298 -1.796 -1.472 -0.497
N -0.539132 0.773056 -1.316330 0.900 0.836 3.649
H 2.083015 -1.461676 0.778257 -1.941 -1.528 -1.106
H -2.314204 -1.388221 -2.127269 0.496 1.214 -1.264
C 0.883424 2.805178 0.757327 -0.528 -2.231 -0.972
H -0.729280 -2.212145 -0.717718 1.618 0.086 1.795
H -0.169115 -1.014009 2.968620 -0.398 0.658 -1.946
H -3.476396 -0.327920 -2.274887 1.266 0.794 -0.434
H -0.134150 1.653625 -1.613054 0.108 0.276 -0.757
N -0.616199 -0.837370 0.861090 -0.600 3.226 -3.476
H 1.542783 3.088548 -0.030283 0.222 0.919 -0.404
H -2.371742 -0.341270 -3.593414 -0.097 -0.615 1.924
H 1.651218 -1.292161 -0.881061 -0.716 -0.835 0.314
C -0.046669 -2.059591 0.244442 -2.263 1.552 -2.067
H -0.106552 3.152620 0.688822 -1.237 0.720 -0.593
H -0.389857 -2.762947 0.943263 0.017 -1.612 0.776
O 1.080804 1.109511 3.141857 1.527 1.054 2.152
H 1.869663 1.075351 0.481505 2.278 -1.308 -1.406
C -0.135343 0.654678 -0.083360 -1.013 -5.319 -1.135
H -1.684295 0.254648 -2.008174 -0.256 -0.464 0.162
C 0.759626 0.608157 2.130878 -2.442 -0.687 -1.809
H 1.889361 -2.890113 -0.258166 0.488 -1.698 -0.299
C 0.890042 1.246007 0.731494 -1.811 1.968 1.885
N -0.057684 -0.494696 2.050083 1.731 -0.086 2.787
H 1.188241 3.076992 1.699641 1.286 0.844 2.077
```
Forces are in eV/Å.

Computed properties:
Frontier orbital gap (eV): 8.4984
Charge: +1
LUMO energy (eV): -3.5
E_tot (hartree): -531.5253
Energy relative to the best compared isomer or geometry (same formula, charge and spin) (kJ/mol): 286.3
Largest force on an atom (Eh/bohr): 0.1076

=====

This record from OMol25 describes C6H15N4O4Sn as an isolated structure at a distorted geometry. The level of theory is ωB97M-V/def2-TZVPD.

Structure (XYZ):
```
30
Properties=species:S:1:pos:R:3:forces:R:3
H 2.479453 1.346184 0.141267 0.050 -0.120 0.023
H 1.497351 3.911716 1.160597 0.098 -0.037 0.057
N 2.047416 1.892828 0.880362 0.737 0.552 -0.391
O 0.186688 3.859442 -1.402326 -0.019 -0.090 0.270
O -2.000174 -0.000031 0.665258 0.192 -0.031 -0.312
H 3.850644 -2.851142 -0.496370 0.007 -0.012 0.010
Sn 0.126096 0.729740 1.426355 -0.711 -0.054 0.524
C -0.035893 -3.286636 0.332674 -0.003 0.017 0.071
H 1.842610 -3.956020 -0.353034 0.098 0.009 0.013
H -2.450827 2.362667 0.016954 0.044 0.022 -0.013
N 1.370739 -3.139082 -0.006074 -0.065 0.008 -0.061
H 2.488242 3.659144 -0.281666 0.052 -0.060 0.083
C -3.765674 -0.574177 -0.841264 -0.014 -0.027 0.040
H -4.815844 -0.430226 -0.587916 -0.003 0.017 0.000
C -2.901028 0.405394 -0.102507 -0.115 -0.095 0.021
C 1.706592 3.224430 0.339353 -0.072 0.297 -0.228
H -3.850479 2.007817 -0.929934 -0.024 -0.077 -0.038
H 3.903810 -1.181934 -0.055840 0.068 -0.020 -0.009
N 3.379784 -2.029098 -0.164969 -0.078 0.047 0.001
H 2.741154 1.976726 1.615098 0.035 -0.059 0.111
H -3.467787 -1.584762 -0.581798 -0.025 -0.004 0.013
C 0.421322 3.123990 -0.479292 0.369 0.108 -0.122
H -0.550802 -3.813236 -0.468131 0.001 0.016 -0.011
O -0.373523 2.177548 -0.040431 -0.423 -0.649 0.180
N -3.148239 1.696354 -0.281559 0.035 0.027 -0.019
H -0.151901 -3.847654 1.260140 -0.022 0.029 -0.005
O 1.540549 -0.944846 0.555143 -0.011 0.430 -0.151
H -3.652207 -0.425598 -1.915529 -0.013 0.001 -0.003
H -0.484031 -2.304782 0.453317 -0.030 -0.013 -0.023
C 2.065973 -2.004762 0.142114 -0.157 -0.234 -0.034
```
Forces are in eV/Å.

Computed properties:
Frontier orbital gap (eV): 9.6046
Charge: +1
LUMO energy (eV): -2.9
E_tot (hartree): -971.8258
Energy relative to the best compared isomer or geometry (same formula, charge and spin) (kJ/mol): 0.0
Largest force on an atom (Eh/bohr): 0.0195

=====

This record from OMol25 describes C6H15NNaO6S as an isolated structure at a distorted geometry. The level of theory is ωB97M-V/def2-TZVPD.

Structure (XYZ):
```
30
Properties=species:S:1:pos:R:3:forces:R:3
N -0.813170 -0.116424 0.179570 -1.180 0.547 -1.559
H -1.782190 -1.912034 -0.298730 -0.037 -0.215 -0.065
C -2.594470 3.475746 -1.756800 1.944 1.379 -0.211
C -1.511500 2.362286 0.066720 -0.011 -1.352 -0.686
O 1.619280 1.148846 0.527510 -4.677 0.714 -1.535
H -0.747220 -1.358344 -1.631470 0.225 -0.012 -0.305
H -1.581890 2.396416 1.153910 0.869 0.282 -0.150
H -2.361890 2.621626 -2.392800 -0.784 -0.386 0.264
H -1.790180 4.161466 -2.023260 0.650 0.206 -0.290
O 2.986340 0.014176 2.035040 0.157 -2.037 0.878
Na 3.837620 -2.528584 -1.375480 -0.468 1.570 0.914
O 3.211870 -0.413614 -0.352680 0.393 -4.587 -3.242
H -2.734860 0.547566 0.050730 -0.536 0.365 0.111
H -1.926250 0.827396 -1.425480 0.355 0.053 -0.510
S 2.892000 0.547656 0.686100 2.879 3.278 3.245
H 0.223450 -3.308934 -0.172020 -0.532 -0.640 -0.936
O 3.857280 1.621306 0.539730 1.944 1.146 -0.448
H 1.502760 -3.024034 3.117880 -0.602 0.875 -0.097
C 1.291490 -3.093904 2.050840 1.610 -0.932 -1.103
H 1.170480 -4.160504 1.861600 -0.639 -0.694 -0.117
C -1.782080 0.896706 -0.347290 -0.896 -1.426 0.606
O 0.314810 -2.327874 1.482030 -1.741 1.565 1.279
H 2.211110 -2.887594 1.503270 0.748 0.367 0.334
H 0.091450 0.322356 0.083510 1.142 -0.082 0.412
C -0.839310 -1.424964 -0.547410 1.492 1.236 2.617
H -3.425740 4.102446 -2.079830 -0.754 -0.797 0.479
H 1.383320 -2.110814 -0.210950 0.025 1.405 -0.382
C 0.344670 -2.256804 0.085710 -0.605 -1.747 -0.185
H -0.572180 2.566106 -0.447310 0.588 0.526 0.911
O -2.475000 3.312326 -0.362630 -1.559 -0.605 -0.232
```
Forces are in eV/Å.

Computed properties:
Frontier orbital gap (eV): 3.2693
Charge: -1
LUMO energy (eV): 0.5
E_tot (hartree): -1304.2359
Energy relative to the best compared isomer or geometry (same formula, charge and spin) (kJ/mol): 225.6
Largest force on an atom (Eh/bohr): 0.1095

=====

This record from OMol25 describes a 2-piece molecular cluster, C6H15NO overall at a distorted geometry. The level of theory is ωB97M-V/def2-TZVPD.

Structure (XYZ):
```
23
Properties=species:S:1:pos:R:3:forces:R:3
H -0.822035 3.304377 -2.179100 0.285 -0.355 -0.210
H -0.803765 -1.320199 1.839600 -0.061 0.076 -0.235
H 1.385084 0.007496 2.611877 -0.028 0.742 -0.110
H 0.495179 -0.343670 -0.923577 -0.044 0.018 -0.064
C -0.183605 -1.985213 1.234324 0.313 -0.302 0.288
H -1.479349 1.809462 -1.485084 -0.024 -0.262 -0.283
C 0.784014 0.637913 -0.570951 0.157 0.338 0.024
H -3.438724 -2.490913 -0.439929 -0.147 -0.052 -0.078
C 1.168659 0.827678 0.692008 0.852 -0.390 0.229
H 1.527880 1.798631 1.004569 -0.322 0.313 0.052
H 1.817623 -2.166735 2.055816 0.220 0.173 0.023
O -3.319998 -1.699911 -0.975599 0.196 -0.074 0.199
N 1.482884 -0.150581 1.623334 0.063 -0.696 0.422
H -0.340048 -2.993876 1.639378 0.147 0.131 -0.219
H 1.731806 -1.695238 0.329910 0.352 -0.300 0.134
H -0.491032 -1.985844 0.187623 -0.299 0.054 0.172
C 1.304946 -1.547810 1.323508 -0.980 -0.044 -0.719
H -2.516787 -1.316721 -0.604959 -0.036 0.157 -0.102
C 0.726441 1.796383 -1.532655 -0.893 0.355 -0.182
C -0.640828 2.498975 -1.456293 -0.232 0.633 0.600
H 1.491494 2.549087 -1.326978 0.118 -0.208 0.046
H 0.862958 1.469560 -2.560551 0.240 -0.200 -0.066
H -0.742793 2.997145 -0.486280 0.125 -0.108 0.080
```
Forces are in eV/Å.

Computed properties:
Frontier orbital gap (eV): 8.7571
Charge: 0
LUMO energy (eV): 0.9
E_tot (hartree): -367.5668
Energy relative to the best compared isomer or geometry (same formula, charge and spin) (kJ/mol): 169.5
SMILES: CC/C=C/NCC.O
Largest force on an atom (Eh/bohr): 0.0236

=====

This record from OMol25 describes C6H15NO as an isolated structure. The level of theory is ωB97M-V/def2-TZVPD.

Structure (XYZ):
```
23
Properties=species:S:1:pos:R:3:forces:R:3
H -0.447897 -1.917686 1.007681 0.029 0.003 -0.006
H 0.785008 -1.699975 2.233955 0.002 0.002 -0.033
H 0.917174 -4.008994 1.254648 0.016 0.060 -0.027
C -0.733796 1.544914 -2.020788 0.001 -0.008 0.122
H -1.309940 3.240278 0.072086 -0.003 -0.034 -0.006
O 0.260276 0.596330 1.483912 0.078 0.034 -0.598
C -0.936160 1.194497 -0.548421 0.055 0.015 0.092
C 1.173789 -0.679937 0.393964 -0.225 0.285 -0.027
C 1.302300 -3.156127 0.692396 -0.030 0.128 0.010
H 2.385102 -3.125224 0.839418 -0.048 0.010 -0.002
H 1.146071 -0.910159 -0.675915 0.019 -0.025 0.009
H -0.167521 0.769684 -2.540927 -0.018 0.021 0.029
H -2.775618 2.271263 -0.142343 0.050 -0.010 0.006
H 2.165898 -0.358301 0.684256 -0.040 0.025 0.011
C 0.630256 -1.858111 1.168058 0.007 -0.004 -0.004
H -1.450307 0.231449 -0.469977 -0.005 0.012 -0.003
C -1.743271 2.245475 0.213065 0.100 -0.087 -0.061
N 0.371555 0.983023 0.079083 0.062 -0.333 0.363
H -1.738788 2.007017 1.276589 0.008 0.004 -0.038
H -0.195033 2.491399 -2.125588 -0.015 -0.028 0.022
H 0.945004 1.826386 0.012431 -0.078 -0.092 0.063
H 1.113714 -3.344624 -0.367814 0.002 0.028 0.047
H -1.697816 1.657422 -2.519770 0.034 -0.005 0.032
```
Forces are in eV/Å.

Computed properties:
Frontier orbital gap (eV): 8.5114
Charge: 0
LUMO energy (eV): 1.0
E_tot (hartree): -367.4253
Energy relative to the best compared isomer or geometry (same formula, charge and spin) (kJ/mol): 540.8
Largest force on an atom (Eh/bohr): 0.0118